178
Properties=species:S:1:pos:R:3 method="wB97M-V/def2-TZVPD" energy_ev=-97032.7970 homo_energy_ev=-8.05 orbital_gap_ev=8.182 de_lowest_kj_mol=0.0
C 25.4259 -6.4158 14.4354
C 26.3466 -7.4748 13.8222
C 27.5136 -6.8596 13.0531
O 27.0532 -6.0992 11.9577
C 26.5535 -6.8808 10.8983
N 26.7743 -8.4336 14.8549
H 25.0566 -5.7254 13.6735
H 25.8895 -5.9135 15.2867
H 24.5062 -6.8927 14.7923
H 25.6938 -8.0152 13.1221
H 28.1863 -7.6521 12.7150
H 27.9704 -6.1708 13.7659
H 25.5388 -6.5573 10.6757
H 26.5233 -7.9573 11.0880
H 27.2365 -6.7378 10.0586
H 26.3124 -8.2996 15.7496
H 27.7474 -8.2399 15.0998
C 28.2082 -12.8967 21.1063
C 26.8770 -12.4829 20.4847
C 27.0727 -11.3959 19.4590
O 28.2438 -11.5374 18.6795
C 28.3860 -10.4370 17.8150
N 26.1748 -13.6794 19.9614
H 28.8043 -13.4425 20.3741
H 28.1723 -13.4558 22.0419
H 28.7775 -11.9913 21.3554
H 26.2051 -12.1133 21.2632
H 27.2183 -10.4896 20.0681
H 26.2015 -11.2628 18.8103
H 29.2249 -10.5808 17.1370
H 28.6856 -9.5774 18.4450
H 27.4839 -10.1100 17.2897
H 26.2689 -14.4795 20.5899
H 26.6847 -14.0929 19.1617
C 30.2973 -14.7102 25.6107
C 29.3899 -15.4507 24.6237
C 29.9158 -15.3595 23.2081
O 28.8706 -15.4978 22.2668
C 29.4433 -15.6388 20.9864
N 29.2865 -16.8413 25.1154
H 31.3221 -15.0676 25.4679
H 29.9360 -14.6348 26.6305
H 30.4388 -13.6704 25.2711
H 28.4166 -14.9380 24.7283
H 30.7861 -16.0183 23.1109
H 30.3619 -14.3519 23.1404
H 28.6959 -15.7329 20.2010
H 30.0362 -16.5583 20.9281
H 30.1042 -14.7936 20.7740
H 28.9196 -16.8050 26.0596
H 28.6113 -17.3611 24.5598
C 26.6013 -15.1303 15.1009
C 27.3964 -14.0189 15.7749
C 27.2116 -12.6774 15.1075
O 27.2864 -12.7255 13.7159
C 27.0173 -11.4618 13.1672
N 27.0259 -13.9385 17.1836
H 27.0667 -15.4943 14.1862
H 25.5852 -14.7983 14.8584
H 26.4798 -15.9971 15.7556
H 28.4414 -14.3392 15.7136
H 27.9782 -11.9749 15.4698
H 26.2462 -12.2571 15.4237
H 27.9828 -10.9299 13.2372
H 26.3651 -10.7836 13.7359
H 26.6089 -11.4673 12.1586
H 27.4293 -13.0737 17.5483
H 26.0229 -13.7969 17.3004
C 30.5129 -5.6469 15.4957
C 31.3137 -6.5276 16.4566
C 32.1784 -5.7142 17.3902
O 33.0343 -4.8565 16.6845
C 33.9241 -4.1697 17.5198
N 30.5630 -7.5159 17.2492
H 29.8539 -5.0462 16.1392
H 29.8714 -6.3368 14.9472
H 31.1166 -5.0274 14.8459
H 32.0301 -7.0803 15.8287
H 32.7072 -6.3008 18.1523
H 31.4836 -5.0823 17.9881
H 34.4913 -4.8902 18.1206
H 33.4461 -3.3776 18.1052
H 34.6758 -3.6642 16.9090
H 29.9517 -8.0044 16.5872
H 29.9602 -6.9105 17.8124
C 25.3143 -16.8003 18.7809
C 23.9844 -16.1792 18.3513
C 23.0332 -17.3459 18.1499
O 23.4419 -18.2286 17.1551
C 23.3777 -17.6984 15.8461
N 23.5152 -15.1946 19.3217
H 25.3051 -17.1856 19.8067
H 26.0599 -16.0032 18.9439
H 25.7406 -17.5260 18.0992
H 24.2114 -15.6517 17.4200
H 22.0381 -16.9115 17.9417
H 22.8533 -17.9572 19.0342
H 24.4103 -17.5547 15.4894
H 22.9501 -16.6970 15.7778
H 22.9342 -18.4291 15.1736
H 22.9831 -14.4903 18.8199
H 24.3177 -14.6744 19.6784
C 23.9652 -9.2299 17.5763
C 24.9115 -9.3090 18.7570
O 25.2249 -10.6373 19.1096
O 23.4924 -7.8950 17.4735
H 23.1053 -9.8869 17.7602
H 24.4563 -9.5445 16.6485
H 24.3718 -8.8282 19.5857
H 25.8201 -8.7389 18.5474
H 24.6427 -10.9176 19.8319
H 22.9771 -7.7368 16.6817
C 31.5894 -10.5228 19.5111
C 32.6783 -10.8502 20.5068
O 33.8957 -11.1102 19.7952
O 32.0913 -9.3435 18.8612
H 30.6227 -10.2890 19.9585
H 31.5488 -11.3122 18.7549
H 32.4525 -11.7494 21.0767
H 32.8460 -9.9723 21.1363
H 33.9007 -10.3883 19.1479
H 31.4474 -8.9065 18.2703
C 22.5705 -12.2848 25.7734
C 21.6061 -11.7514 26.7862
O 22.2353 -10.9832 27.7945
O 23.2747 -11.2225 25.1269
H 21.9585 -12.8372 25.0450
H 23.2581 -13.0588 26.1374
H 21.0719 -12.5360 27.3466
H 20.7674 -11.2378 26.3161
H 22.7517 -11.4762 28.4397
H 23.4262 -10.6554 25.9034
C 21.2766 -12.5925 21.4979
C 22.6724 -12.0769 21.7211
O 23.0474 -11.0131 20.8454
O 20.9876 -13.4748 22.5837
H 21.2099 -13.2111 20.5868
H 20.4982 -11.8524 21.2651
H 23.3398 -12.9153 21.5322
H 22.9287 -11.8105 22.7504
H 22.6274 -10.2157 21.1859
H 20.0425 -13.6384 22.6392
C 23.4709 -15.4663 23.1957
C 22.8475 -16.6869 22.5646
O 23.4174 -17.2491 21.3988
O 24.2114 -15.7997 24.3877
H 22.7006 -14.8129 23.6152
H 24.0236 -14.8127 22.5193
H 21.7914 -16.4839 22.3430
H 22.7411 -17.4054 23.3811
H 23.4390 -16.5984 20.6642
H 23.9406 -15.2830 25.1445
C 25.5550 -13.4141 28.3350
C 26.7962 -12.7955 27.7342
O 27.5162 -11.9890 28.6360
O 24.5648 -12.3999 28.5637
H 25.7666 -13.9679 29.2522
H 25.0844 -14.0748 27.6048
H 26.4885 -12.2507 26.8364
H 27.4676 -13.5812 27.3790
H 27.1336 -11.1122 28.7199
H 24.8278 -11.8425 29.3043
C 26.5686 -18.4822 22.9214
O 27.5354 -19.2276 23.0274
N 25.2626 -18.8856 22.7694
N 26.6886 -17.1043 22.9426
H 24.6433 -18.2434 22.2746
H 25.1020 -19.8749 22.7553
H 27.6093 -16.6749 22.8729
H 25.8753 -16.5401 23.1096
C 30.7130 -9.4132 14.2478
O 29.7454 -8.7715 14.6567
N 30.8472 -9.8346 12.9486
N 31.7247 -9.8478 15.0799
H 30.1456 -9.6333 12.2639
H 31.7054 -10.2617 12.6576
H 32.4756 -10.3369 14.6346
H 31.7055 -9.5357 16.0339

71
Properties=species:S:1:pos:R:3 method="wB97M-V/def2-TZVPD" energy_ev=-157732.0994 homo_energy_ev="-0.79 / -0.79" total_charge=-2 spin_multiplicity=2 orbital_gap_ev="5.030 / 5.031"
Cr -0.0595 -0.0946 0.0401
C -3.9113 -4.9550 1.8282
C -3.4773 -5.7588 0.7361
C -2.6825 -5.2511 -0.2568
C -2.2991 -3.8920 -0.1892
C -1.5008 -3.0456 -0.9847
N -1.5663 -1.7407 -0.4959
C -2.1333 -1.8297 0.6801
N -1.7169 -0.9830 1.7404
C -0.4422 -1.4797 2.1785
C -0.0365 -1.9821 3.4417
C -0.7150 -2.2928 4.6317
C 0.0124 -2.7064 5.7206
C 1.4251 -2.7994 5.6604
C 2.1131 -2.4786 4.5149
C 1.3908 -2.0760 3.3793
C 1.7623 -1.5971 2.0876
N 2.9737 -1.1224 1.6734
C 3.0144 -0.4245 0.5690
N 1.9794 -0.3878 -0.3430
C 2.2074 0.5953 -1.2361
N 1.5933 0.6113 -2.4512
C 1.0182 -0.6125 -2.7100
N 0.6746 -1.5123 -1.7965
C 0.1638 -2.6199 -2.4935
N -0.7921 -3.3946 -2.1003
C 0.7066 -2.5892 -3.8534
C 0.7610 -3.4987 -4.9001
C 1.2977 -3.0741 -6.1073
C 1.7503 -1.7613 -6.2739
C 1.6726 -0.8452 -5.2337
C 1.1337 -1.2697 -4.0284
C 3.5206 1.2017 -0.9600
C 4.2649 2.1670 -1.6215
C 5.5486 2.4277 -1.1666
C 6.0807 1.7294 -0.0767
C 5.3456 0.7560 0.5812
C 4.0613 0.4866 0.1259
N 0.6202 -1.4134 1.3810
C -2.7597 -3.0795 0.8985
C -3.5497 -3.6357 1.9213
H -4.5280 -5.4027 2.5999
H -3.7780 -6.8009 0.7021
H -2.3381 -5.8723 -1.0756
H -1.7933 -2.1956 4.6782
H -0.4935 -2.9546 6.6473
H 1.9689 -3.1171 6.5438
H 3.1951 -2.5268 4.4786
H 0.3943 -4.5085 -4.7647
H 1.3691 -3.7680 -6.9376
H 2.1731 -1.4617 -7.2264
H 2.0337 0.1701 -5.3416
H 3.8522 2.6799 -2.4813
H 6.1563 3.1735 -1.6664
H 7.0893 1.9541 0.2524
H 5.7508 0.2094 1.4232
H -3.8615 -3.0273 2.7627
Br -2.1192 -0.1038 -3.2663
C -1.3514 1.4751 -2.5468
C -1.5790 2.6502 -3.2514
C -1.1154 3.8284 -2.7040
C -0.4707 3.7871 -1.4754
C -0.2842 2.5686 -0.8481
N -0.7117 1.4157 -1.4043
C 0.4397 2.6139 0.5610
O 0.7300 3.7487 0.9377
O 0.6497 1.5202 1.1569
H -2.1163 2.6177 -4.1869
H -1.2736 4.7691 -3.2178
H -0.0984 4.6661 -0.9719
O -1.4935 0.3042 1.1215

74
Properties=species:S:1:pos:R:3 method="wB97M-V/def2-TZVPD" energy_ev=-144841.1733 homo_energy_ev=-7.83 orbital_gap_ev=6.271 de_lowest_kj_mol=53.5
Au -1.0862 -0.9858 -0.0151
O -6.4720 2.2143 -2.0567
C -6.7409 1.0403 -1.7272
O -7.7336 0.3273 -1.8864
C -5.5406 0.3922 -1.0277
C -4.9076 1.0607 0.0196
C -3.6854 0.6263 0.4635
N -3.0968 -0.4500 -0.0735
C -3.7634 -1.2015 -0.9709
C -4.9869 -0.8152 -1.4621
C -3.0778 -2.4963 -1.3472
O -3.5857 -3.3014 -2.0793
O -1.8980 -2.6797 -0.7626
H -5.3371 1.9706 0.4142
H -3.1229 1.1610 1.2146
H -5.4917 -1.4327 -2.1926
F 0.9529 -7.4824 -0.2996
C 1.0271 -6.1688 -0.1591
C 1.8715 -5.4309 -0.9614
F 2.6233 -6.0367 -1.8727
C 1.9470 -4.0563 -0.7983
F 2.8353 -3.4273 -1.5754
C 1.1793 -3.3766 0.1379
P 1.0970 -1.5348 0.2883
C 1.9424 -1.2711 1.8597
C 1.4795 -0.4345 2.8683
C 2.1985 -0.3159 4.0459
C 3.3870 -1.0129 4.2136
C 3.8544 -1.8430 3.2060
C 3.1285 -1.9833 2.0334
C 2.0291 -0.8351 -1.0782
C 1.4937 -0.9486 -2.3604
C 2.1614 -0.3848 -3.4330
C 3.3579 0.2923 -3.2262
C 3.8827 0.4104 -1.9484
C 3.2160 -0.1481 -0.8666
C 0.3598 -4.1571 0.9674
Br -0.6339 -3.4224 2.3905
C 0.2815 -5.5264 0.8172
F -0.4912 -6.2648 1.6037
H 0.5644 0.1197 2.7305
H 1.8306 0.3285 4.8332
H 3.9490 -0.9110 5.1326
H 4.7797 -2.3887 3.3320
H 3.4932 -2.6452 1.2567
H 0.5649 -1.4862 -2.5228
H 1.7498 -0.4744 -4.4293
H 3.8789 0.7327 -4.0661
H 4.8094 0.9456 -1.7881
H 3.6136 -0.0348 0.1338
N 0.0947 0.5621 0.4467
C -0.0972 1.8092 0.3185
C -1.2423 2.4317 -0.3940
C -1.6694 1.8780 -1.6021
C -2.7892 2.3760 -2.2464
C -3.4975 3.4325 -1.6890
C -3.0419 4.0251 -0.5177
C -1.9073 3.5425 0.1190
C 0.9943 2.7059 0.8213
C 2.0009 3.1181 -0.0429
C 3.0317 3.9181 0.4264
C 3.0559 4.3171 1.7561
C 2.0454 3.9147 2.6170
C 1.0162 3.1082 2.1518
H -1.1232 1.0428 -2.0279
H -3.1415 1.9221 -3.1632
H -4.4124 3.7650 -2.1615
H -3.5813 4.8605 -0.0907
H -1.5604 4.0069 1.0344
H 1.9752 2.8098 -1.0816
H 3.8151 4.2363 -0.2492
H 3.8589 4.9449 2.1191
H 2.0574 4.2276 3.6530
H 0.2308 2.7875 2.8271